(1)
This record from the Open Molecules 2025 dataset describes a structure of composition C27H44MnN3P3S in a non-equilibrium geometry. The level of theory is the ωB97M-V functional and the def2-TZVPD basis.

Properties
Multiplicity: 5
Relative energy (zero: lowest compared OMol25 entry of this formula, charge and spin): 165.4 kcal per mole
Expectation value of S²: 6.39
HOMO (spin up / spin down): -15.938 / -15.803 eV
Orbital gap (spin up / spin down): 0.2486 / 0.1259 hartree
Total charge: +3
E: -103172.5705 eV

Each line ends with the Mulliken spin population.
Geometry (Å):
1 Mn 0.0463 0.1367 -1.4522  2.461
2 P -1.4816 1.7455 -0.0321  0.019
3 P -0.2480 -2.0932 -0.8428  -0.019
4 P -0.3495 0.6723 -3.4366  -0.072
5 H 3.0090 -0.6580 1.9438  -0.002
6 C 3.4215 -0.0359 1.1668  -0.002
7 C 3.0954 1.2718 1.0930  0.003
8 H 2.5738 1.8570 1.8802  0.000
9 C -1.7374 2.5441 1.6195  0.006
10 C -3.0985 0.8625 -0.1527  0.026
11 C -1.7990 3.2791 -1.0268  -0.003
12 C 1.1508 -3.1444 -1.4023  0.017
13 C -0.8372 -3.0816 0.5957  -0.003
14 C -1.5708 -2.4962 -2.0554  0.029
15 C 0.3016 2.2683 -3.9040  0.004
16 C -2.1424 0.7166 -3.5666  0.030
17 C 0.2104 -0.4718 -4.7068  -0.007
18 H 3.8734 -0.5988 0.3469  0.003
19 H 3.2127 1.7472 0.0999  0.001
20 H -0.7724 2.7030 2.1111  -0.001
21 H -2.3794 1.9423 2.2761  0.000
22 H -2.2267 3.5232 1.4998  -0.001
23 H -3.0192 -0.1004 0.3845  -0.010
24 H -3.3566 0.6631 -1.2060  -0.013
25 H -3.8918 1.4687 0.3204  -0.001
26 H -0.8337 3.7862 -1.1562  0.001
27 H -2.4809 3.9513 -0.4872  -0.001
28 H -2.2221 3.0523 -2.0093  -0.002
29 H 0.8310 -4.1936 -1.4620  0.003
30 H 1.9718 -3.0610 -0.6794  0.005
31 H 1.5259 -2.8113 -2.3780  -0.005
32 H -1.0181 -4.1217 0.2702  -0.001
33 H -1.7857 -2.6769 0.9793  0.003
34 H -0.0836 -3.0847 1.3971  0.000
35 H -1.8983 -3.5293 -1.8815  0.001
36 H -1.1916 -2.3797 -3.0806  0.001
37 H -2.4227 -1.8214 -1.8896  -0.011
38 H -0.0084 2.3765 -4.9504  -0.001
39 H 1.3963 2.2400 -3.8102  0.002
40 H -0.1168 3.0748 -3.2867  -0.008
41 H -2.2976 0.8360 -4.6419  -0.005
42 H -2.5676 1.5628 -3.0196  0.003
43 H -2.5954 -0.2196 -3.2181  -0.006
44 H 0.9939 0.0224 -5.2842  0.007
45 H -0.6848 -0.6228 -5.3117  -0.003
46 H 0.5879 -1.4211 -4.3176  -0.012
47 C 4.3066 0.4505 -2.7994  0.073
48 C 5.2036 -0.2797 -3.6335  0.106
49 C 6.3910 0.2803 -4.0662  -0.040
50 C 6.7526 1.5632 -3.6514  0.167
51 C 5.9393 2.2557 -2.7652  -0.021
52 C 4.7285 1.7099 -2.3282  0.087
53 S 2.7231 -0.1845 -2.4873  0.327
54 H 1.4884 0.4827 -1.1664  -0.142
55 H 4.9051 -1.2798 -3.9434  0.004
56 H 7.0242 -0.2768 -4.7402  0.001
57 H 7.6481 2.0293 -4.0477  0.003
58 H 6.2369 3.2417 -2.4090  0.001
59 H 4.0838 2.2374 -1.6364  0.002
60 N -6.2477 -2.0390 8.1454  0.234
61 C -5.3644 -1.8328 7.4041  -0.011
62 C -4.2726 -1.5510 6.5171  0.180
63 C -4.4637 -1.5778 5.1229  0.019
64 C -3.4111 -1.3005 4.2412  0.044
65 C -2.1635 -0.9505 4.7765  0.285
66 C -1.9523 -0.9304 6.1678  0.069
67 C -3.0240 -1.2032 7.0307  0.002
68 N -1.0947 -0.6019 3.9204  0.121
69 C 0.1723 -0.1457 4.3172  -0.060
70 C 0.8456 0.1650 3.1649  0.073
71 N 0.0380 -0.0549 2.0727  0.058
72 C -1.1107 -0.5244 2.5479  -0.006
73 H -5.4572 -1.8128 4.7309  -0.001
74 H -3.5610 -1.3339 3.1676  -0.004
75 H -0.9666 -0.6631 6.5821  -0.005
76 H -2.8839 -1.1574 8.1028  0.000
77 H 0.5324 -0.1284 5.3307  -0.001
78 H 1.8348 0.5791 3.0419  0.001
79 H -1.9646 -0.8464 1.9538  -0.003

Atoms 1-6, force components in eV/Å:
0.6 0.5 3.8
-1.1 0.9 -1.0
-0.2 -2.2 -0.4
-0.5 0.5 -1.1
0.6 -0.1 0.6
-1.2 1.0 -0.4

***

(2)
This record from the Open Molecules 2025 dataset describes the ion C27H22F2IN2O3 with charge +1 in a non-equilibrium geometry. The level of theory is the ωB97M-V functional and the def2-TZVPD basis.

Properties
Relative energy (zero: lowest compared OMol25 entry of this formula, charge and spin): 0.0 kcal per mole
HOMO: -11.523 eV
Orbital gap: 0.2004 hartree
Total charge: +1
E: -51005.9749 eV

Each line ends with the Mulliken charge.
Geometry (Å):
1 F 0.1243 -4.2502 3.6931  -0.316
2 C 1.3359 -3.6640 3.4043  -0.036
3 C 2.3535 -4.4424 2.8662  -0.744
4 C 3.5650 -3.8131 2.5579  -0.921
5 C 3.6983 -2.4384 2.7374  -0.463
6 C 2.7084 -1.6986 3.3741  0.307
7 C 2.9603 -0.2208 3.7386  1.707
8 C 1.6799 0.6111 3.6999  -1.362
9 C 1.6811 1.9485 3.5643  0.105
10 C 0.4862 2.7318 3.2739  0.539
11 C -0.8001 2.1422 3.2710  -0.647
12 C -1.8966 2.9103 2.8893  0.234
13 F -3.1327 2.3073 2.8709  -0.313
14 C -1.8123 4.2516 2.5319  -0.615
15 C -0.5392 4.8364 2.5505  -0.519
16 C 0.5836 4.1011 2.9288  -0.629
17 C 1.5149 -2.3145 3.7459  -0.473
18 H 2.2125 -5.5100 2.7120  0.470
19 H 4.4184 -4.3823 2.1791  0.447
20 H 4.6040 -1.9279 2.4074  0.539
21 H 3.6998 0.2322 3.0692  0.686
22 H 0.7533 0.0337 3.6812  0.151
23 H 2.6336 2.4908 3.6034  0.417
24 H -0.9471 1.1006 3.5534  0.500
25 H -2.7043 4.8044 2.2467  0.452
26 H -0.4390 5.8911 2.2885  0.378
27 H 1.5670 4.5740 2.9621  0.392
28 H 0.7231 -1.8042 4.2849  0.244
29 C 0.6203 -0.4877 7.3518  -0.987
30 N 1.8097 0.0749 6.7283  0.314
31 C 2.7439 -0.7906 6.1312  0.050
32 O 2.8170 -1.9771 6.4440  -0.548
33 C 3.5384 -0.1278 5.0557  0.623
34 I 5.7958 -1.5543 5.1036  0.394
35 C 6.9714 -0.4460 3.7320  0.548
36 C 8.3087 -0.2193 4.0851  -0.544
37 C 9.0980 0.6294 3.2968  -0.546
38 C 8.5568 1.2120 2.1436  -0.460
39 C 7.2300 0.9601 1.7803  -0.841
40 C 6.4358 0.1130 2.5686  0.345
41 C 4.0578 1.1904 5.4347  -0.351
42 O 4.9277 1.8012 4.7967  -0.531
43 N 3.4574 1.7716 6.5569  0.120
44 C 3.9658 3.0832 6.9145  -1.032
45 C 2.1372 1.4361 6.9565  0.609
46 O 1.3609 2.2266 7.4714  -0.580
47 H 0.0977 0.3312 7.8423  0.403
48 H -0.0378 -0.9378 6.5949  0.271
49 H 0.9253 -1.2650 8.0622  0.343
50 H 8.7159 -0.6888 4.9747  0.362
51 H 10.1329 0.8301 3.5842  0.387
52 H 9.1738 1.8572 1.5137  0.379
53 H 6.7949 1.4143 0.8880  0.397
54 H 5.4127 -0.0920 2.2667  0.288
55 H 3.1919 3.6232 7.4523  0.397
56 H 4.8504 2.9493 7.5492  0.319
57 H 4.2792 3.6170 6.0100  0.342

Atoms 1-6, force components in eV/Å:
1.3 0.6 -0.3
-0.5 0.0 0.6
0.1 0.2 0.1
-0.2 0.1 -0.1
0.1 0.0 0.0
-0.5 0.3 -0.2

***

(3)
This record from the Open Molecules 2025 dataset describes a structure of composition CH3N5O in a non-equilibrium geometry. The level of theory is the ωB97M-V functional and the def2-TZVPD basis.

Properties
Relative energy (zero: lowest compared OMol25 entry of this formula, charge and spin): 107.8 kcal per mole
HOMO: -9.759 eV
Orbital gap: 0.3566 hartree
E: -10577.0083 eV

Each line ends with the Mulliken charge.
Geometry (Å):
1 C 0.8099 -0.7755 0.2064  0.363
2 H -0.8585 1.8742 -1.2217  0.266
3 H -1.7656 -0.0251 -1.2244  0.305
4 H 1.1002 -0.5398 -1.5186  0.343
5 N -0.7374 0.8008 -0.9815  -0.725
6 N -0.0539 0.3953 0.2198  0.573
7 N -0.3941 0.7762 1.4214  -0.290
8 N 0.0080 0.0525 2.2306  -0.026
9 N 1.2422 -1.4750 -0.7062  -0.550
10 O 0.6493 -1.0835 1.5743  -0.260

Atoms 1-6, force components in eV/Å:
-3.9 1.3 4.5
0.2 -3.2 1.4
4.0 3.9 1.2
0.5 -3.9 2.0
-2.3 -2.0 -0.3
-0.1 0.9 -5.2

***

(4)
This record from the Open Molecules 2025 dataset describes a cluster of 2 separate species, C5H13NO in total in a non-equilibrium geometry. The level of theory is the ωB97M-V functional and the def2-TZVPD basis.

Properties
Relative energy (zero: lowest compared OMol25 entry of this formula, charge and spin): 22.6 kcal per mole
HOMO: -9.243 eV
Orbital gap: 0.3705 hartree
E: -8933.0310 eV
SMILES string: C[C@H]1CCCN1.O

Each line ends with the Mulliken charge.
Geometry (Å):
1 C -0.9534 0.0580 1.7873  -1.386
2 C 0.2885 -0.3177 0.9600  0.268
3 C 0.4888 -1.7936 0.5291  -0.705
4 C 0.6673 -1.7197 -1.0117  -0.474
5 C 0.3081 -0.3182 -1.4280  -0.668
6 N 0.4591 0.5489 -0.2173  -0.427
7 H -0.8224 -0.3150 2.8098  0.390
8 H -0.9627 1.1418 1.8087  0.298
9 H -1.8471 -0.4877 1.4945  0.334
10 H 1.1374 -0.0893 1.6130  0.216
11 H -0.3976 -2.3968 0.7498  0.258
12 H 1.3200 -2.2733 1.0324  0.328
13 H 0.0758 -2.3997 -1.6160  0.373
14 H 1.7521 -1.8447 -1.1294  0.193
15 H 0.9275 0.1867 -2.1669  0.424
16 H -0.7400 -0.3223 -1.7405  0.232
17 H 1.3277 1.0546 -0.2334  0.316
18 O -1.0858 2.8558 -0.5996  -0.730
19 H -0.6171 2.0108 -0.4447  0.483
20 H -0.5096 3.5863 -0.7945  0.277

Atoms 1-6, force components in eV/Å:
0.9 -1.2 0.3
1.1 0.4 1.1
-1.7 0.2 -0.8
1.6 0.1 0.4
-0.3 1.5 0.9
-1.0 -1.0 -0.6

***

What did the second record say?
This record from the Open Molecules 2025 dataset describes the ion C27H22F2IN2O3 with charge +1 in a non-equilibrium geometry. The level of theory is the ωB97M-V functional and the def2-TZVPD basis.

Properties
Relative energy (zero: lowest compared OMol25 entry of this formula, charge and spin): 0.0 kcal per mole
HOMO: -11.523 eV
Orbital gap: 0.2004 hartree
Total charge: +1
E: -51005.9749 eV

Each line ends with the Mulliken charge.
Geometry (Å):
1 F 0.1243 -4.2502 3.6931  -0.316
2 C 1.3359 -3.6640 3.4043  -0.036
3 C 2.3535 -4.4424 2.8662  -0.744
4 C 3.5650 -3.8131 2.5579  -0.921
5 C 3.6983 -2.4384 2.7374  -0.463
6 C 2.7084 -1.6986 3.3741  0.307
7 C 2.9603 -0.2208 3.7386  1.707
8 C 1.6799 0.6111 3.6999  -1.362
9 C 1.6811 1.9485 3.5643  0.105
10 C 0.4862 2.7318 3.2739  0.539
11 C -0.8001 2.1422 3.2710  -0.647
12 C -1.8966 2.9103 2.8893  0.234
13 F -3.1327 2.3073 2.8709  -0.313
14 C -1.8123 4.2516 2.5319  -0.615
15 C -0.5392 4.8364 2.5505  -0.519
16 C 0.5836 4.1011 2.9288  -0.629
17 C 1.5149 -2.3145 3.7459  -0.473
18 H 2.2125 -5.5100 2.7120  0.470
19 H 4.4184 -4.3823 2.1791  0.447
20 H 4.6040 -1.9279 2.4074  0.539
21 H 3.6998 0.2322 3.0692  0.686
22 H 0.7533 0.0337 3.6812  0.151
23 H 2.6336 2.4908 3.6034  0.417
24 H -0.9471 1.1006 3.5534  0.500
25 H -2.7043 4.8044 2.2467  0.452
26 H -0.4390 5.8911 2.2885  0.378
27 H 1.5670 4.5740 2.9621  0.392
28 H 0.7231 -1.8042 4.2849  0.244
29 C 0.6203 -0.4877 7.3518  -0.987
30 N 1.8097 0.0749 6.7283  0.314
31 C 2.7439 -0.7906 6.1312  0.050
32 O 2.8170 -1.9771 6.4440  -0.548
33 C 3.5384 -0.1278 5.0557  0.623
34 I 5.7958 -1.5543 5.1036  0.394
35 C 6.9714 -0.4460 3.7320  0.548
36 C 8.3087 -0.2193 4.0851  -0.544
37 C 9.0980 0.6294 3.2968  -0.546
38 C 8.5568 1.2120 2.1436  -0.460
39 C 7.2300 0.9601 1.7803  -0.841
40 C 6.4358 0.1130 2.5686  0.345
41 C 4.0578 1.1904 5.4347  -0.351
42 O 4.9277 1.8012 4.7967  -0.531
43 N 3.4574 1.7716 6.5569  0.120
44 C 3.9658 3.0832 6.9145  -1.032
45 C 2.1372 1.4361 6.9565  0.609
46 O 1.3609 2.2266 7.4714  -0.580
47 H 0.0977 0.3312 7.8423  0.403
48 H -0.0378 -0.9378 6.5949  0.271
49 H 0.9253 -1.2650 8.0622  0.343
50 H 8.7159 -0.6888 4.9747  0.362
51 H 10.1329 0.8301 3.5842  0.387
52 H 9.1738 1.8572 1.5137  0.379
53 H 6.7949 1.4143 0.8880  0.397
54 H 5.4127 -0.0920 2.2667  0.288
55 H 3.1919 3.6232 7.4523  0.397
56 H 4.8504 2.9493 7.5492  0.319
57 H 4.2792 3.6170 6.0100  0.342

Atoms 1-6, force components in eV/Å:
1.3 0.6 -0.3
-0.5 0.0 0.6
0.1 0.2 0.1
-0.2 0.1 -0.1
0.1 0.0 0.0
-0.5 0.3 -0.2